Entry 1:
C8H14 | ωB97M-V/def2-TZVPD

Geometry as XYZ:
```
22
Properties=species:S:1:pos:R:3:forces:R:3:lowdin_charge:R:1
C 1.0768 1.5593 0.1745 0.69 0.56 1.14 -0.17
C -0.3610 1.8899 -0.5417 1.27 -2.55 0.69 -0.09
C -0.8129 0.3904 -0.4010 1.43 -0.57 -1.51 -0.31
C -1.3753 -0.9590 -1.0196 -0.25 0.47 -1.08 -0.14
C -0.2062 -1.8356 -0.3984 0.42 -0.35 0.00 -0.17
C 0.4875 -1.0145 0.7790 -1.24 1.71 -1.24 -0.25
C 1.6466 0.0353 0.3726 -0.31 0.12 0.49 -0.14
C -0.7245 -0.0522 1.0702 0.74 -1.51 -0.17 -0.14
H 1.9187 2.0861 -0.2776 -0.23 0.27 -0.29 0.09
H 1.0370 1.9569 1.1969 -0.04 0.04 -0.21 0.09
H -0.1512 2.1185 -1.5557 -0.02 0.33 -1.05 0.08
H -0.9096 2.6930 -0.0912 -0.30 0.28 0.55 0.08
H 0.1926 0.1243 -0.9519 -1.97 0.24 1.16 0.11
H -1.3183 -0.9577 -2.1635 -0.27 -0.08 1.61 0.12
H -2.3969 -1.2779 -0.6660 0.99 0.29 -0.44 0.10
H 0.6013 -2.1148 -1.0863 -0.37 0.35 -0.50 0.10
H -0.5457 -2.8172 -0.0510 -0.26 0.25 0.32 0.10
H 0.7464 -1.7493 1.4955 0.65 -0.33 1.16 0.10
H 2.3002 -0.2619 -0.4759 -0.85 -0.04 0.07 0.10
H 2.4045 0.0871 1.1917 -0.71 0.14 -0.22 0.10
H -1.5963 -0.6535 1.3576 0.00 0.03 -0.27 0.11
H -0.6688 0.6854 1.8630 0.62 0.37 -0.20 0.11
```
Forces are in eV/Å.

Summary:
- electronic energy (eV) = -8519.106
- highest occupied orbital energy (eV) = -9.07
- SMILES string = C1C[C@@H]2CC[C@@H](C1)C2
- LUMO energy (eV) = 1.1
- multiplicity = 1
- molecular weight (g mol⁻¹) = 110.2

***

Entry 2:
C8H14 | ωB97M-V/def2-TZVPD

Geometry as XYZ:
```
22
Properties=species:S:1:pos:R:3:forces:R:3:lowdin_charge:R:1
C 1.1452 1.0100 0.8776 1.49 1.22 -1.61 0.06
C 0.1467 0.3465 0.3407 -2.03 -1.61 2.43 -0.34
C -0.8566 -0.3748 1.2456 0.92 -0.18 -1.34 -0.08
C -0.4455 -1.5913 1.6359 -1.70 1.25 1.00 -0.18
C -1.3189 -2.5820 2.3354 0.80 0.33 2.35 -0.12
C -0.0991 -0.0863 -1.0777 0.03 1.66 -0.36 -0.19
C 0.7252 0.6872 -2.0417 3.09 0.96 -2.02 -0.30
C 0.4979 2.2082 -2.1321 -0.18 0.48 0.63 -0.12
H 1.4818 1.2345 1.8881 -0.92 -0.40 0.01 0.08
H 1.7868 1.4628 0.1245 0.45 0.01 0.23 0.05
H -1.8782 0.0552 1.2434 0.50 -0.76 0.24 0.12
H 0.6149 -1.7409 1.6308 0.47 -0.50 -0.48 0.10
H -0.8869 -2.7969 3.3495 0.19 0.02 -0.72 0.08
H -1.3082 -3.5608 1.8621 -0.75 0.10 -0.25 0.07
H -2.2576 -2.1206 2.6986 -0.07 -0.62 -1.16 0.08
H 0.1526 -1.1467 -1.1841 -0.60 0.06 0.19 0.13
H -1.1445 0.1858 -1.3838 0.49 -0.92 0.58 0.14
H 1.8715 0.5640 -1.9113 -1.74 -0.20 0.13 0.13
H 0.5800 0.3339 -3.0831 -0.14 -0.22 0.61 0.10
H -0.4499 2.5084 -1.7158 -0.84 -0.19 0.04 0.06
H 0.4865 2.5392 -3.1664 0.24 0.11 -0.05 0.06
H 1.1564 2.8645 -1.5362 0.29 -0.60 -0.44 0.07
```
Forces are in eV/Å.

Summary:
- electronic energy (eV) = -8520.839
- highest occupied orbital energy (eV) = -9.15
- SMILES string = C=C(/C=C/C)CCC
- LUMO energy (eV) = 1.1
- multiplicity = 1
- molecular weight (g mol⁻¹) = 110.2

***

Entry 3:
C8H14 | ωB97M-V/def2-TZVPD

Geometry as XYZ:
```
22
Properties=species:S:1:pos:R:3:forces:R:3:lowdin_charge:R:1
C 0.3074 0.1434 -4.4518 -0.14 -0.36 0.46 0.00
C -0.1572 0.4725 -3.2413 -0.03 0.78 -0.75 -0.20
C 0.0535 -0.2932 -2.0146 -0.21 -0.46 -0.85 -0.13
C 0.1209 0.1257 -0.7509 -0.23 -0.36 -1.28 -0.12
C 0.3593 -0.8215 0.3523 0.18 -0.65 1.50 -0.22
C -0.7118 -0.7274 1.4900 -0.36 1.11 -1.62 -0.21
C -0.6083 0.6145 2.2444 0.78 -1.43 1.23 -0.23
C 0.4947 0.4769 3.3548 -0.15 0.92 -0.40 -0.10
H 0.7860 -0.8093 -4.6471 0.27 0.05 0.10 0.05
H 0.2001 0.8119 -5.2942 -0.21 -0.05 -0.03 0.05
H -0.7531 1.3767 -3.2487 0.17 0.35 0.57 0.09
H 0.1670 -1.3401 -2.3062 0.23 -0.10 0.73 0.11
H -0.0124 1.1815 -0.5564 0.03 0.10 0.16 0.11
H 0.3626 -1.8660 0.0292 -0.16 0.17 -0.49 0.11
H 1.3836 -0.7042 0.7348 -0.17 0.31 0.30 0.12
H -0.6742 -1.6448 2.0665 0.02 0.20 0.57 0.10
H -1.6601 -0.7278 0.9363 -0.07 -0.24 0.20 0.11
H -0.4494 1.4057 1.5198 0.46 0.13 0.04 0.08
H -1.4875 0.9415 2.8022 -0.42 -0.52 -0.41 0.09
H 1.3400 1.1391 3.1686 0.02 0.08 0.14 0.06
H 0.9155 -0.5144 3.5219 -0.26 -0.18 -0.44 0.07
H 0.0233 0.7594 4.2904 0.26 0.16 0.28 0.06
```
Forces are in eV/Å.

Summary:
- electronic energy (eV) = -8521.426
- highest occupied orbital energy (eV) = -8.67
- SMILES string = C=C/C=C/CCCC
- LUMO energy (eV) = 1.2
- multiplicity = 1
- molecular weight (g mol⁻¹) = 110.2

***

Energy above the lowest of the compared OMol25 structures with the same formula, charge and spin across the listed records, respectively: 383.4, 216.2, 159.6 kJ/mol.
Max |F| across the listed records, respectively: 0.057, 0.074, 0.040 hartree/bohr.
Gap between HOMO and LUMO across the listed records, respectively: 10.22, 10.26, 9.83 eV.